The following is a DFT calculation (ωB97M-V/def2-TZVPD) of 2 unconnected molecules or ions with the total composition CH2NO2S2.

Geometry as XYZ:
```
8
Properties=species:S:1:pos:R:3:forces:R:3:lowdin_charge:R:1
C -1.20547 -0.06140 1.30219 -0.9 -1.2 0.4 -0.801
N -0.57947 -0.12813 0.16728 2.0 1.3 -1.5 -0.086
O 0.90109 2.54042 0.11252 -0.2 -0.3 -0.4 -0.617
O -1.02552 4.12632 -0.13202 0.0 -0.1 -0.4 -0.606
S -1.96619 -1.38045 1.99735 0.3 0.9 -0.1 0.351
S -0.41717 3.01022 0.61122 0.0 0.3 1.2 0.640
H -0.39769 -1.01617 -0.32268 -0.3 0.4 0.4 0.085
H -0.00267 0.70911 -0.14946 -0.9 -1.4 0.5 0.035
```
Forces are in eV/Å.

HOMO level (alpha / beta) ... -4.00 / -2.08 eV
Gap between HOMO and LUMO (alpha / beta) ... 7.58 / 4.50 eV
LUMO level (alpha / beta) ... 3.58 / 2.41 eV
Max |F| ... 0.0542 Eh/bohr
Calculated total energy ... -28324.51036 eV
Charge ... -1
Energy relative to the best compared isomer or geometry (same formula, charge and spin) ... 34.26 kcal per mole